Formula: C4H7N2O2
Source: OMol25
Level of theory: ωB97M-V/def2-TZVPD

The geometry in XYZ format:
```
15
Properties=species:S:1:pos:R:3
H 0.6702 -3.3577 0.8930
C 0.4584 -2.4290 0.3627
C 1.4585 -1.5833 0.1185
H -1.0434 -0.4747 1.0280
O 0.0081 1.3690 0.8580
H 2.4229 -1.6870 0.5947
H 1.2988 -0.7840 -0.5952
N -0.8596 -2.2401 -0.0629
H -0.3624 3.7488 0.2416
C -0.0221 1.7807 -0.3249
H -0.1372 3.5100 -1.4120
O -0.0967 1.1226 -1.3852
C -1.4476 -1.1755 0.2938
H -2.4354 -1.0034 -0.1331
N 0.0876 3.2037 -0.4771
```

**Energy relative to the best compared isomer or geometry (same formula, charge and spin)**: 7.5 kcal/mol
**Calculated total energy**: -416.6382 hartree
**Gap between HOMO and LUMO**: 8.45 eV
**Total charge**: -1
**E_LUMO**: 0.155 Eh